Here is a structure of composition C18H40CsN4O20S4 at a distorted geometry from the Open Molecules 2025 dataset. Energies are from ωB97M-V/def2-TZVPD.

F_max, Eh/bohr: 0.119
Lowest unoccupied orbital energy, eV: 0.932
E_HOMO, eV: -6.04
Spin multiplicity: 1
Charge: -1

```
87
Properties=species:S:1:pos:R:3:forces:R:3:lowdin_charge:R:1
Cs -14.380 5.101 -12.386 0.3 -0.7 0.4 1.0255
S -17.191 -0.278 -8.572 0.7 2.0 0.7 0.7723
S -16.889 -2.537 -13.497 -0.9 0.0 1.7 0.7510
S -10.077 -3.977 -11.312 -0.4 1.4 2.0 0.7649
S -12.565 1.911 -11.914 1.3 -1.5 -2.6 0.1745
O -16.298 -1.656 -12.166 -0.8 -1.2 -2.0 -0.2030
O -12.388 3.054 -11.047 0.4 1.8 2.2 -0.4516
O -11.407 -3.173 -11.923 1.3 -2.4 1.7 -0.2088
O -12.875 0.661 -11.202 -0.5 -0.2 0.6 -0.3842
O -18.234 -2.078 -13.914 3.4 -0.9 0.9 -0.2749
O -10.070 -1.214 -7.825 -0.8 0.5 -0.4 -0.0129
O -9.944 -5.249 -11.971 0.1 1.3 0.6 -0.2480
O -10.079 -3.900 -9.820 0.0 -0.2 -4.5 -0.2539
O -15.777 -1.987 -14.536 -3.1 -0.5 -0.4 -0.1923
O -13.680 2.259 -12.793 -2.3 0.4 -1.2 -0.5356
O -8.008 2.822 -11.087 1.1 -1.5 -1.6 -0.0147
O -15.770 0.412 -8.013 -2.3 -1.4 2.3 -0.2169
O -11.371 1.698 -12.755 0.5 -0.1 0.3 -0.3710
O -14.905 4.884 -9.185 -1.3 -0.7 -2.5 -0.0556
O -15.112 0.891 -16.240 5.5 -1.0 -2.5 0.0744
O -8.999 -2.878 -11.958 0.1 -3.0 0.7 -0.1880
O -16.662 -3.937 -13.143 -0.5 2.3 -1.1 -0.2520
O -17.343 0.983 -9.681 -0.6 -2.1 0.8 -0.2090
O -16.844 -1.527 -9.200 -0.8 1.3 0.6 -0.2308
O -18.273 -0.198 -7.559 3.0 0.0 -2.8 -0.2654
N -8.307 1.492 -12.884 1.2 -1.0 -1.4 0.0343
N -12.774 4.320 -8.584 -0.9 0.0 1.2 0.0397
N -16.249 1.432 -14.533 -1.8 1.1 3.3 0.0486
N -11.186 0.253 -9.137 -1.6 -0.8 0.5 -0.0016
C -7.829 0.975 -14.182 0.1 1.1 0.0 -0.0874
C -14.177 5.867 -7.236 -0.1 -0.7 0.7 -0.0060
C -14.601 -1.750 -13.861 2.0 0.2 0.8 -0.2009
C -7.510 2.186 -12.055 -0.7 3.2 2.4 -0.4942
C -6.013 2.445 -12.357 -0.3 -1.1 -0.4 -0.0126
C -16.164 1.076 -15.766 -2.9 -0.2 -2.2 -0.6659
C -11.078 -0.901 -8.487 1.6 -1.8 0.7 -0.5381
C -15.004 0.977 -9.027 -0.3 -0.2 -1.3 -0.1822
C -9.612 -1.660 -12.214 -1.1 1.3 0.7 -0.1847
C -10.167 1.210 -9.339 0.2 0.1 -0.5 -0.0728
C -13.979 4.920 -8.415 1.9 1.1 1.8 -0.5712
C -11.054 -1.999 -12.586 -0.2 1.4 -0.7 -0.1920
C -17.514 1.562 -13.834 0.5 -0.3 0.8 -0.0456
C -11.725 3.996 -7.589 0.4 0.8 -1.5 -0.0394
C -17.345 0.935 -16.708 -0.5 -0.4 0.3 0.0108
C -12.240 -1.904 -8.622 0.5 0.8 0.5 0.0076
C -16.088 1.586 -9.978 1.4 0.4 0.0 -0.1579
C -14.953 -1.234 -12.459 0.3 0.9 -0.1 -0.1648
H -14.936 -0.146 -12.389 -0.1 0.0 -0.4 0.0850
H -8.651 0.751 -14.861 -0.2 -0.5 0.5 0.0880
H -16.238 2.654 -9.820 0.2 0.0 0.3 0.1133
H -16.951 0.488 -17.620 0.0 0.0 0.2 0.0818
H -15.361 1.654 -14.108 0.2 -0.1 0.6 0.1074
H -11.547 2.921 -7.588 -0.4 0.0 0.6 0.0723
H -14.287 1.709 -8.656 -0.4 0.2 0.3 0.1288
H -11.972 0.391 -9.757 -0.3 -0.2 -0.3 0.0556
H -13.068 -1.399 -8.125 -0.5 -0.3 -0.3 0.0712
H -17.331 1.428 -12.768 0.0 0.2 0.1 0.0744
H -10.715 2.142 -9.477 0.8 0.4 0.2 0.0586
H -5.904 3.265 -13.066 -0.2 0.0 -0.1 0.0772
H -17.986 2.533 -13.979 -0.2 0.0 -0.1 0.0807
H -11.177 -2.160 -13.657 0.0 0.1 -0.1 0.1318
H -18.099 0.262 -16.298 -0.3 0.2 0.0 0.0716
H -15.240 6.100 -7.187 0.1 0.1 -0.2 0.0770
H -13.612 6.796 -7.317 0.2 -0.2 0.0 0.0822
H -7.325 1.762 -14.743 0.2 0.3 0.1 0.0711
H -14.030 -1.022 -14.436 -0.1 0.1 0.1 0.1394
H -14.053 -2.691 -13.824 0.2 0.0 0.2 0.1265
H -5.406 2.710 -11.491 -0.7 0.0 0.3 0.0752
H -5.542 1.562 -12.788 0.1 0.0 -0.2 0.0602
H -12.649 3.784 -9.430 -0.2 -0.4 -0.7 0.0565
H -14.191 -1.530 -11.739 -0.5 -0.6 0.2 0.1163
H -13.946 5.352 -6.304 0.3 0.2 0.2 0.0694
H -18.171 0.726 -14.076 -0.1 0.3 -0.3 0.0781
H -15.730 1.457 -10.999 -0.4 -0.3 -0.2 0.0940
H -11.810 4.472 -6.612 -0.4 -0.3 -0.2 0.0793
H -12.437 -2.171 -9.660 -0.2 0.3 0.0 0.0604
H -9.447 1.153 -8.523 0.0 0.4 -0.2 0.0987
H -9.741 0.980 -10.315 0.7 0.4 0.1 0.0631
H -12.003 -2.825 -8.089 0.1 0.3 0.0 0.0764
H -7.080 0.186 -14.110 -0.4 -0.4 0.2 0.0769
H -10.842 4.399 -8.084 0.5 0.0 0.5 0.0870
H -14.395 0.174 -9.441 -0.2 0.2 -0.7 0.0928
H -9.307 1.542 -12.747 -0.6 0.2 0.3 0.0834
H -9.058 -1.096 -12.965 -0.1 -0.4 -0.1 0.1144
H -9.618 -1.078 -11.292 0.1 0.2 0.1 0.1209
H -11.748 -1.251 -12.203 0.2 0.4 -0.4 0.1055
H -17.779 1.898 -16.975 -0.2 0.0 0.3 0.0796
```
Positions in Å, forces in eV/Å.



Here is the molecule C3H6N2O3S2 at a distorted geometry from the Open Molecules 2025 dataset. Energies are from ωB97M-V/def2-TZVPD.

Relative energy (zero: lowest compared OMol25 entry of this formula, charge and spin), eV: 1.3794
F_max, Eh/bohr: 0.066
Lowest unoccupied orbital energy, eV: 0.285
E_HOMO, eV: -9.54
Spin multiplicity: 1
Charge: 0

```
16
Properties=species:S:1:pos:R:3:forces:R:3:lowdin_charge:R:1
S -2.625 -0.159 0.341 2.4 -1.4 1.9 0.5325
S -0.090 1.464 -0.848 0.7 1.7 -0.4 1.0296
O -3.387 -1.296 0.673 -1.9 -0.4 -0.7 -0.2464
O -1.539 -0.775 -0.938 -1.9 -0.3 0.1 -0.1216
O -2.973 1.084 -0.193 -1.7 1.3 -0.8 -0.2590
N 0.595 -0.912 -0.243 -0.7 -2.2 0.0 0.0119
N -1.452 0.021 1.369 -0.1 1.8 -1.2 -0.1297
C -0.507 -0.171 -0.449 2.8 -0.2 0.3 -0.8462
C 1.721 1.220 -0.635 2.4 0.4 -1.6 -0.4204
C 1.810 -0.187 -0.023 2.1 -0.3 0.3 -0.2712
H 2.761 -0.673 -0.434 -1.6 0.2 0.5 0.1401
H 0.390 -1.852 0.228 0.8 1.9 -1.2 0.2050
H 1.921 -0.142 1.046 0.4 0.4 0.7 0.1060
H -1.322 -0.834 1.838 0.2 -1.4 0.8 0.0208
H 2.387 2.013 -0.028 -2.2 -1.7 -1.0 0.1273
H 2.310 1.197 -1.706 -1.9 0.1 2.4 0.1214
```
Positions in Å, forces in eV/Å.



Here is a structure of composition C14H39NO5S3 at a distorted geometry from the Open Molecules 2025 dataset. Energies are from ωB97M-V/def2-TZVPD.

Relative energy (zero: lowest compared OMol25 entry of this formula, charge and spin), eV: 5.8547
F_max, Eh/bohr: 0.221
Lowest unoccupied orbital energy, eV: 0.070
E_HOMO, eV: -5.32
Spin multiplicity: 1
Charge: 0

```
62
Properties=species:S:1:pos:R:3:forces:R:3:lowdin_charge:R:1
S 54.643 9.632 32.172 0.0 1.2 1.4 0.9124
S 55.241 9.614 27.579 2.4 -4.6 -4.5 0.6960
S 50.394 9.706 29.163 -0.6 -0.9 -0.5 0.7852
O 55.315 9.964 29.449 5.1 1.1 6.4 -0.4348
O 54.721 10.661 33.314 1.9 -3.3 -3.3 -0.7268
O 53.878 12.626 35.000 -0.2 1.6 -1.6 -0.1771
O 49.710 10.111 27.929 -1.2 1.0 -0.7 -0.5412
O 56.621 8.892 27.419 -2.5 1.8 -0.1 -0.5047
N 54.683 13.278 31.267 -1.0 0.8 1.0 -0.1966
C 54.423 15.382 29.817 1.4 0.0 1.0 -0.0521
C 57.221 13.728 30.947 -2.1 0.4 5.4 -0.0365
C 55.915 8.398 32.576 -0.3 0.1 3.1 -0.2306
C 53.589 12.483 30.630 4.8 1.4 -2.3 0.0234
C 55.306 11.328 27.188 0.5 1.7 0.7 -0.2406
C 54.843 12.900 32.724 2.0 4.3 2.5 -0.1281
C 54.165 11.258 35.270 -2.7 0.2 3.1 -0.1463
C 52.054 9.669 28.703 2.4 -0.4 -1.2 -0.3286
C 54.252 8.991 26.249 8.1 -7.7 -2.1 -0.3016
C 55.969 12.976 30.536 -1.5 7.6 -3.3 -0.1701
C 53.173 8.929 32.819 -1.6 -1.2 -0.2 -0.2749
C 50.236 7.925 29.102 -0.1 0.0 1.7 -0.2517
C 54.269 14.730 31.192 -1.6 0.4 -0.8 -0.1454
C 53.569 12.971 33.588 -0.6 -3.7 0.6 -0.1465
H 53.300 10.584 34.753 2.2 1.4 2.3 0.1296
H 52.856 12.131 33.291 0.7 1.0 -0.1 0.1249
H 55.428 12.012 32.859 -0.5 -0.1 -0.8 0.0656
H 55.847 13.210 29.414 -0.4 -1.1 1.9 0.1488
H 54.391 11.183 36.398 -1.9 0.3 -0.9 0.1155
H 55.460 7.423 32.259 1.5 0.7 -0.7 0.0585
H 52.412 10.747 28.531 -0.4 -1.8 0.1 0.0783
H 56.120 11.703 27.826 0.0 -0.3 -0.3 0.0385
H 57.117 14.816 31.295 0.1 -1.6 -0.6 0.1083
H 53.972 16.336 29.770 -0.1 1.6 1.0 0.0748
H 54.997 15.230 31.793 0.1 0.4 0.7 0.1060
H 55.131 11.008 35.008 1.4 -0.6 -0.9 0.0399
H 55.573 11.597 26.156 -0.7 0.0 0.2 0.0653
H 52.332 9.666 32.909 1.1 -0.2 -0.5 0.0789
H 49.205 7.652 29.254 -0.3 -0.1 -0.3 0.0551
H 56.185 12.095 30.814 0.9 -7.1 0.6 0.0335
H 57.823 13.659 30.137 2.4 -0.2 -2.1 0.0441
H 55.592 13.615 33.386 -1.7 -0.6 -2.3 0.1944
H 53.963 7.863 26.688 1.2 2.5 -0.9 0.1141
H 53.558 11.532 30.890 0.5 -4.3 1.5 0.0193
H 53.189 8.440 33.801 0.7 0.0 -0.3 0.0732
H 52.297 8.905 27.830 -0.9 2.1 1.5 0.0896
H 50.819 7.458 29.872 0.2 -0.1 0.9 0.0423
H 55.493 15.446 29.737 0.5 0.7 -0.5 0.0655
H 57.541 13.067 31.854 0.5 1.8 -1.5 0.1240
H 57.025 8.830 32.361 -3.0 -1.6 0.1 0.1245
H 54.100 15.121 28.859 -1.0 -2.2 -1.2 0.0691
H 54.405 11.824 27.694 0.8 -0.6 -1.5 0.0593
H 53.831 12.477 29.588 0.0 0.0 -0.7 0.0831
H 54.644 10.055 28.871 -5.6 1.1 1.1 -0.3026
H 52.974 13.874 33.475 0.5 0.4 0.7 0.1113
H 53.394 9.341 26.292 -7.8 4.2 -0.4 -0.1004
H 53.213 14.928 31.589 1.6 -0.9 -0.3 0.1544
H 52.559 9.185 29.532 0.6 0.4 0.4 0.0326
H 50.690 7.568 28.224 0.0 -0.2 -1.6 0.0391
H 52.914 8.238 32.042 -0.8 -0.9 -0.2 0.0279
H 55.722 8.285 33.765 0.9 0.6 -2.5 0.0944
H 54.722 8.715 25.229 -1.0 0.9 1.1 0.0737
H 52.695 12.841 30.738 -5.0 2.8 1.1 0.0627
```
Positions in Å, forces in eV/Å.



- E_HOMO of number 3 (C14H39NO5S3)?
  -5.32 eV